C43H35ClMnN3O8P2S as an isolated structure, computed with ωB97M-V/def2-TZVPD.

Values from the calculation:
Multiplicity ... 2
Kohn-Sham gap (spin up / spin down) ... 7.588 / 7.204 eV
LUMO energy (spin up / spin down) ... -4.12 / -4.14 eV
Energy relative to the best compared isomer or geometry (same formula, charge and spin) ... 0.0 kcal/mol
Charge ... +1
Molar mass ... 906.2 g/mol
Expectation value of S² ... 1.086
HOMO (spin up / spin down) ... -11.71 / -11.34 eV

Each line ends with the Löwdin spin population.
CARTESIAN COORDINATES (ANGSTROEM)
Mn -0.109 -0.079 -0.059  0.989
Cl -5.874 -0.060 0.367  0.000
S 0.595 -2.905 -1.295  0.002
P 1.997 -0.460 -1.096  -0.011
P 0.272 -0.407 2.225  -0.005
O -0.268 -1.983 -0.484  0.031
O 2.013 -2.070 -1.364  -0.004
O 0.137 -2.986 -2.644  0.002
O -4.005 4.183 -0.119  0.000
O 0.923 -4.098 -0.594  0.000
O -5.799 2.961 0.316  0.000
O -0.101 1.897 -0.004  0.015
O -1.376 3.712 -0.248  0.007
N -2.110 0.285 -0.047  -0.005
N 2.562 1.315 2.623  -0.002
N -3.267 -0.372 0.133  0.000
C -2.108 0.696 3.105  -0.001
C -2.413 1.577 -0.119  -0.001
C -1.181 -0.324 3.322  -0.001
C -4.624 3.029 0.076  0.000
C 2.890 -3.515 2.721  0.000
C 0.155 -3.154 2.398  0.000
C 2.521 1.854 1.474  -0.002
C -1.401 -1.234 4.354  -0.001
C -3.592 -2.272 1.596  0.000
C 4.443 0.908 -1.058  -0.001
C 1.816 0.267 -2.736  -0.001
C 0.683 -4.429 2.487  0.000
C -4.295 0.498 0.170  0.000
C 5.740 1.115 -0.604  0.000
C -3.480 -0.140 4.887  -0.001
C -3.255 0.787 3.878  0.000
C -3.100 -4.006 -0.529  0.000
C 1.289 0.828 3.204  -0.005
C -3.793 1.787 0.017  0.000
C -3.639 -3.645 1.794  0.000
C 5.169 0.220 5.073  0.000
C 3.806 1.239 3.388  0.000
C 6.196 1.100 4.779  0.000
C 2.362 -2.234 2.636  0.000
C -3.076 -2.637 -0.746  0.000
C 1.319 2.197 -4.092  0.000
C 4.322 -1.119 0.243  -0.001
C 5.620 -0.913 0.685  0.000
C 4.817 2.154 3.114  0.000
C 3.725 -0.206 -0.627  -0.002
C 1.851 0.092 -5.132  0.000
C -2.548 -1.139 5.131  0.000
C -3.313 -1.795 0.326  0.000
C -3.383 -4.506 0.735  0.000
C 1.457 1.613 -2.841  -0.001
C 2.048 -4.614 2.656  0.000
C 2.006 -0.497 -3.886  -0.001
C 1.516 1.435 -5.235  -0.001
C -1.237 2.506 -0.153  0.002
C 3.963 0.290 4.388  0.000
C 0.992 -2.042 2.497  0.000
C 6.327 0.208 0.267  0.000
C 6.012 2.073 3.809  0.000
H 3.185 -0.409 4.649  0.000
H -2.840 -2.230 -1.720  0.000
H 0.638 1.695 3.306  0.000
H 3.438 2.192 1.015  0.000
H -3.029 4.083 -0.232  0.000
H 1.474 0.450 4.201  -0.001
H -1.940 1.431 2.328  0.000
H 3.959 -3.652 2.830  0.000
H -3.971 1.577 3.688  0.000
H 1.397 1.888 -6.211  0.000
H -3.788 -1.579 2.407  0.000
H 4.004 1.600 -1.768  0.000
H 4.692 2.955 2.400  0.000
H 1.987 -0.505 -6.024  0.000
H 0.025 -5.284 2.394  0.000
H -4.378 -0.079 5.488  0.000
H 3.783 -2.011 0.541  0.000
H 7.130 1.045 5.323  0.000
H 6.794 2.791 3.601  0.000
H 1.564 1.995 0.970  -0.001
H -2.713 -1.853 5.928  0.000
H 2.456 -5.615 2.711  0.000
H -2.895 -4.680 -1.351  0.000
H -0.907 -3.031 2.234  0.000
H 2.251 -1.547 -3.809  0.000
H 6.299 1.974 -0.956  0.000
H 6.087 -1.636 1.342  0.000
H 3.040 -1.391 2.644  0.000
H 5.291 -0.529 5.844  0.000
H 1.045 3.241 -4.171  0.000
H 7.344 0.364 0.603  0.000
H -3.870 -4.038 2.776  0.000
H -0.691 -2.028 4.547  0.000
H -3.410 -5.577 0.893  0.000
H 1.264 2.204 -1.953  0.000

Cartesian forces, eV/Å:
0.03 -0.01 -0.31
0.00 0.03 -0.01
-0.16 -0.11 -0.04
-0.32 0.01 -0.03
0.22 -0.15 0.13
0.02 0.13 0.03
0.14 0.11 0.14
0.03 0.00 0.03
0.01 -0.02 -0.01
0.00 0.01 -0.01
0.01 -0.01 -0.05
-0.03 -0.15 -0.08
-0.03 0.06 -0.04
-0.06 0.09 0.11
0.08 -0.26 0.43
0.09 -0.02 -0.09
-0.01 0.05 0.00
0.04 0.06 -0.02
-0.03 -0.03 -0.03
-0.02 0.06 0.07
-0.03 0.02 0.01
0.03 -0.07 0.03
0.06 0.32 -0.54
-0.02 0.01 0.03
-0.07 -0.06 0.02
0.02 0.02 -0.04
0.07 0.08 0.00
-0.02 -0.04 -0.01
-0.04 0.00 0.05
-0.05 0.04 -0.04
-0.03 0.00 0.02
0.01 0.03 0.02
0.00 0.01 -0.03
0.00 0.03 0.09
-0.04 -0.09 -0.02
0.05 0.05 0.05
-0.08 -0.03 -0.01
-0.16 0.04 -0.02
0.04 -0.01 0.04
0.02 0.01 0.06
0.04 -0.02 0.02
0.01 0.01 0.00
0.01 -0.04 -0.05
0.00 0.03 0.00
0.05 -0.02 0.06
0.05 -0.08 0.07
-0.01 -0.01 0.00
0.03 -0.02 0.00
0.01 0.02 0.04
-0.01 -0.05 -0.01
-0.03 0.01 -0.03
0.00 -0.03 -0.01
0.02 0.01 -0.02
0.01 0.00 -0.02
0.00 -0.03 0.10
0.09 0.00 0.00
0.00 0.00 0.04
0.03 0.00 0.05
0.01 0.03 -0.03
-0.03 -0.05 -0.06
-0.02 0.00 0.00
-0.04 0.04 0.01
0.02 -0.02 0.00
0.03 0.01 -0.03
-0.02 -0.06 0.06
0.01 -0.02 -0.01
-0.01 0.00 0.00
0.02 -0.01 0.01
0.00 -0.01 0.01
0.02 -0.05 -0.05
0.00 -0.01 0.01
-0.07 -0.01 -0.03
0.00 0.01 0.01
0.03 0.03 0.00
0.02 0.00 -0.01
0.04 0.06 -0.08
-0.02 0.00 -0.01
-0.02 -0.01 0.00
0.03 -0.04 -0.01
0.00 0.02 -0.02
-0.01 0.03 0.01
0.00 0.01 0.01
-0.05 0.03 -0.03
0.00 -0.02 0.01
0.00 -0.03 0.01
0.00 0.01 -0.01
-0.02 0.02 0.06
0.01 0.02 -0.01
0.00 -0.02 0.00
-0.02 0.00 0.00
0.00 0.00 -0.03
-0.01 0.02 0.00
0.00 0.03 0.00
0.02 -0.01 0.02